102
Properties=species:S:1:pos:R:3:forces:R:3:mulliken_charge:R:1 method="wB97M-V/def2-TZVPD" molar_mass_da=862.131 fmax_ha_per_bohr=0.03801 s2=0.75 e_homo_ha="-0.4895 / -0.4895" gap_ev="7.78 / 5.59" multiplicity=2 total_charge=+2 energy_ha=-2197.2483
Ir 0.693 0.542 -0.571 1.840 0.649 0.117 5.795
C 0.905 2.252 -3.738 -0.003 0.000 0.013 -0.889
C 1.565 2.909 -2.515 -0.013 0.012 0.118 -1.294
N 0.996 2.535 -1.200 -0.070 0.199 0.176 -0.925
C 1.725 3.236 -0.095 -0.043 -0.104 -0.111 -1.078
C 1.280 2.730 1.269 0.058 -0.106 0.043 -0.881
N 1.289 1.235 1.311 -0.382 0.230 0.046 -1.082
C 2.545 0.646 1.835 -0.026 0.027 0.108 -1.093
C 3.803 1.131 1.144 0.156 -0.058 0.071 -0.957
C 3.952 0.821 -0.355 0.016 0.186 -0.130 -1.241
N 2.785 0.183 -1.016 -0.259 -0.449 -0.050 -0.754
C 3.014 0.007 -2.466 0.253 0.032 -0.128 -1.157
C 1.814 -0.680 -3.057 -0.089 -0.098 -0.066 -0.711
N 0.551 -0.039 -2.617 -0.577 -0.126 -0.005 -0.977
C 0.036 1.010 -3.536 0.089 0.040 0.050 -0.298
H 1.681 2.056 -4.479 0.045 -0.028 0.053 0.293
H 0.243 2.981 -4.205 0.019 -0.010 -0.046 0.523
H 1.487 3.994 -2.603 -0.009 0.005 -0.010 0.641
H 2.631 2.695 -2.464 -0.010 -0.012 -0.038 0.598
H 0.022 2.854 -1.141 0.031 -0.073 -0.087 0.085
H 1.561 4.312 -0.181 -0.050 0.010 0.055 0.608
H 2.786 3.060 -0.253 -0.025 0.051 -0.006 0.540
H 0.268 3.052 1.485 -0.012 0.019 0.002 0.511
H 1.933 3.129 2.047 0.034 -0.003 -0.026 0.803
H 0.538 0.942 1.935 -0.010 -0.015 -0.035 -0.137
H 2.435 -0.430 1.749 0.008 0.015 0.041 0.201
H 2.609 0.894 2.897 0.040 0.041 -0.012 0.628
H 4.626 0.654 1.678 0.018 -0.006 -0.051 0.670
H 3.948 2.199 1.313 -0.051 -0.001 -0.001 0.246
H 4.796 0.146 -0.506 -0.030 -0.042 -0.031 0.607
H 4.188 1.727 -0.915 0.010 -0.008 0.009 0.585
H 2.684 -0.757 -0.606 0.339 0.049 -0.072 -0.127
H 3.899 -0.610 -2.641 0.024 -0.002 0.108 0.719
H 3.211 0.973 -2.922 -0.010 -0.004 0.015 0.418
H 1.807 -1.704 -2.690 -0.004 -0.018 -0.039 0.081
H 1.861 -0.721 -4.147 0.047 0.062 -0.002 0.686
H -0.170 -0.761 -2.605 -0.105 0.052 0.155 0.164
H -0.935 1.303 -3.148 0.015 -0.017 0.052 -0.237
H -0.136 0.546 -4.510 0.006 0.071 -0.036 0.641
O 1.125 -1.231 0.220 -1.073 0.395 0.255 1.335
C 0.903 -2.651 0.143 0.172 0.150 -0.339 3.061
C 0.005 -3.056 -1.027 -0.057 -0.008 -0.068 -1.670
C -1.386 -2.519 -0.908 -0.037 -0.204 0.114 -0.600
C -2.450 -3.380 -0.689 0.018 0.005 -0.047 -0.910
C -3.733 -2.863 -0.657 0.081 0.049 -0.007 -1.125
C -3.891 -1.501 -0.835 -0.014 -0.025 -0.010 -0.902
C -2.771 -0.694 -0.992 -0.143 0.010 0.096 -0.118
C -2.921 0.789 -1.120 -0.028 0.029 0.005 -1.595
C -2.361 1.605 0.056 0.431 0.061 -0.219 1.773
O -0.925 1.604 0.053 -0.184 -0.851 -0.034 -0.466
C -2.801 3.069 -0.132 -0.202 0.010 0.036 0.360
C -4.153 3.365 -0.318 0.034 -0.012 0.029 -0.682
C -4.591 4.669 -0.471 0.031 0.018 -0.014 -1.001
C -3.687 5.722 -0.439 0.008 -0.012 0.004 -0.779
C -2.346 5.449 -0.233 -0.008 0.021 -0.007 -1.073
C -1.913 4.136 -0.080 0.040 0.039 0.011 0.302
C -2.846 1.110 1.421 -0.103 0.004 0.027 0.925
C -4.128 0.592 1.591 0.043 0.017 -0.022 -0.342
C -4.582 0.191 2.840 0.029 -0.008 -0.003 -1.114
C -3.762 0.309 3.951 -0.001 0.005 0.008 -0.773
C -2.497 0.858 3.805 -0.017 -0.005 0.017 -0.764
C -2.052 1.256 2.553 0.001 0.064 0.029 -0.344
N -1.534 -1.196 -1.024 -0.263 -0.163 -0.242 0.921
C 2.322 -3.204 -0.011 0.001 -0.161 -0.016 -0.368
C 2.764 -3.883 -1.142 -0.006 0.081 -0.023 -0.561
C 4.094 -4.280 -1.259 0.016 0.010 0.017 -1.225
C 4.996 -4.006 -0.245 0.000 0.002 -0.004 -0.580
C 4.560 -3.348 0.901 0.006 -0.010 0.004 -0.963
C 3.237 -2.958 1.016 -0.001 -0.020 0.044 0.405
C 0.231 -3.096 1.435 0.114 -0.017 0.121 -0.265
C 0.409 -4.401 1.888 0.008 -0.003 -0.029 -0.662
C -0.258 -4.850 3.018 -0.005 0.019 -0.008 -0.921
C -1.108 -3.997 3.709 -0.003 0.005 0.000 -0.886
C -1.288 -2.696 3.262 -0.011 -0.007 0.003 -0.810
C -0.624 -2.248 2.128 0.000 0.033 0.028 0.967
H -0.042 -4.145 -1.077 0.060 0.006 0.078 1.060
H 0.444 -2.728 -1.969 -0.049 -0.012 -0.029 0.336
H -2.261 -4.437 -0.568 -0.041 -0.014 0.007 0.535
H -4.588 -3.507 -0.503 -0.005 -0.002 -0.025 0.477
H -4.875 -1.054 -0.851 -0.016 -0.030 0.009 0.504
H -3.973 1.020 -1.269 0.010 0.025 0.019 0.986
H -2.410 1.155 -2.010 -0.045 -0.023 -0.028 -0.048
H -4.892 2.575 -0.320 -0.005 0.006 0.000 0.258
H -5.646 4.866 -0.612 -0.002 -0.008 0.001 0.451
H -4.027 6.741 -0.557 -0.003 -0.001 0.002 0.425
H -1.631 6.259 -0.175 -0.001 0.004 -0.009 0.463
H -0.866 3.974 0.131 -0.027 -0.024 0.013 -0.011
H -4.800 0.510 0.749 -0.011 -0.017 0.008 0.382
H -5.582 -0.208 2.943 -0.002 0.001 -0.005 0.487
H -4.115 0.000 4.926 -0.001 0.005 0.001 0.453
H -1.862 0.996 4.671 0.004 -0.004 -0.001 0.448
H -1.095 1.752 2.474 -0.008 0.002 -0.011 0.410
H 2.081 -4.136 -1.942 0.001 -0.011 0.001 0.399
H 4.416 -4.821 -2.139 -0.006 0.001 -0.001 0.489
H 6.026 -4.325 -0.331 0.000 0.002 -0.004 0.470
H 5.249 -3.168 1.716 -0.001 0.001 0.001 0.501
H 2.889 -2.502 1.936 0.004 -0.002 -0.014 0.245
H 1.078 -5.071 1.361 0.000 0.001 0.005 0.494
H -0.108 -5.864 3.362 -0.003 -0.001 -0.002 0.463
H -1.625 -4.345 4.593 0.001 0.000 0.000 0.439
H -1.953 -2.024 3.788 -0.002 0.000 0.003 0.445
H -0.794 -1.234 1.784 -0.001 0.004 -0.026 -0.316

***

146
Properties=species:S:1:pos:R:3:forces:R:3:mulliken_charge:R:1 method="wB97M-V/def2-TZVPD" molar_mass_da=1411.726 fmax_ha_per_bohr=0.02279 e_homo_ha=-0.1958 gap_ev=4.71 total_charge=-1 energy_ha=-7527.2720
C -3.573 -1.981 1.230 -0.209 0.306 0.221 -0.435
C -3.238 -1.781 0.098 0.653 -0.301 -0.008 -0.607
C -2.522 -1.715 -1.176 -0.022 0.780 -0.524 -0.105
C -1.046 -1.192 -0.958 -0.837 -0.473 0.671 1.047
C -1.190 0.332 -0.884 0.774 0.081 0.630 0.061
C -0.013 1.118 -0.290 0.004 0.492 -0.353 -1.235
C 1.005 1.624 -1.332 -0.153 0.284 0.102 -0.375
C 2.318 2.115 -0.722 -0.293 -0.097 0.344 -1.015
C 3.078 1.058 0.080 0.678 0.602 -0.722 -0.028
N 4.449 1.548 0.386 -0.309 -0.249 0.402 -0.590
O -0.609 -1.805 0.245 0.646 0.332 0.227 -1.014
B -0.129 -3.151 -0.093 -0.128 0.093 -0.490 2.056
Br -1.495 -4.721 0.351 -0.225 -0.229 0.269 -0.465
O -0.116 -3.162 -1.580 0.220 -0.026 -0.010 -1.119
C -0.038 -1.819 -1.938 -0.400 -0.944 0.261 0.308
O 1.300 -1.416 -1.722 -0.048 0.855 -0.567 -0.640
H -3.783 -2.107 2.264 -0.158 -0.051 -0.042 0.733
H -3.019 -0.973 -1.807 -0.129 -0.332 -0.323 0.072
H -2.534 -2.700 -1.638 -0.034 -0.002 -0.025 -0.188
H -1.411 0.730 -1.880 -0.024 -0.144 -0.104 0.038
H -2.053 0.549 -0.258 -0.054 -0.185 -0.060 0.127
H -0.423 2.027 0.166 -0.026 -0.088 0.192 0.462
H 0.452 0.570 0.530 -0.017 -0.251 -0.088 0.304
H 1.169 0.883 -2.114 0.177 -0.065 0.068 0.414
H 0.544 2.487 -1.825 -0.042 -0.070 -0.137 0.405
H 2.982 2.510 -1.492 0.022 -0.042 -0.062 0.330
H 2.093 2.949 -0.047 0.089 0.080 -0.026 0.177
H 3.168 0.168 -0.549 -0.302 -0.273 0.281 0.260
H 2.566 0.845 1.015 -0.077 -0.252 -0.040 0.193
H 4.689 1.248 1.327 -0.016 0.061 -0.276 0.203
H 5.105 1.046 -0.199 0.055 0.145 -0.092 0.289
H 0.871 -3.503 0.473 0.023 0.147 0.069 -0.395
H -0.295 -1.716 -2.995 0.153 0.129 -0.029 -0.061
H 1.331 -0.844 -0.949 -0.050 -0.248 0.198 0.311
C -1.513 -4.473 -3.988 -0.062 0.130 0.080 -0.479
C -1.159 -4.007 -5.189 -0.067 -0.116 0.292 0.076
C -1.487 -4.738 -6.458 -0.099 -0.252 -0.010 1.065
O -1.134 -4.238 -7.517 0.171 0.083 0.042 -0.740
C -2.195 -6.004 -6.368 -0.184 0.192 -0.044 -1.135
C -2.552 -6.476 -5.168 -0.035 -0.133 -0.246 0.321
C -2.246 -5.730 -3.900 0.249 0.510 0.222 0.649
O -2.630 -6.195 -2.849 -0.252 -0.446 -0.177 -0.602
O -3.199 -7.627 -4.997 0.025 0.065 0.137 -0.618
O -0.495 -2.852 -5.353 -0.139 0.042 -0.184 -0.531
H -1.277 -3.962 -3.056 0.138 -0.125 -0.006 0.869
H -2.409 -6.530 -7.284 0.001 -0.013 -0.012 0.322
H -3.327 -7.710 -4.030 -0.004 0.025 0.041 0.387
H -0.372 -2.741 -6.315 0.010 0.071 -0.033 0.294
C 7.423 0.562 5.933 -0.024 0.015 0.172 -0.966
C 7.280 0.559 4.602 0.282 0.007 0.109 0.474
C 5.931 0.406 3.955 -0.440 -0.130 0.065 0.845
O 5.878 0.439 2.733 0.462 0.104 0.197 -0.713
C 4.771 0.237 4.792 -0.039 -0.316 -0.028 -0.765
C 4.908 0.237 6.123 -0.221 -0.084 -0.140 0.219
C 6.249 0.412 6.781 0.358 0.061 -0.106 0.960
O 6.292 0.420 7.997 -0.171 -0.033 0.056 -0.636
O 3.886 0.091 6.957 0.176 0.045 0.081 -0.578
O 8.299 0.691 3.760 -0.172 -0.006 -0.074 -0.598
H 8.384 0.673 6.414 0.008 0.006 -0.018 0.425
H 3.814 0.119 4.305 -0.031 0.033 0.036 0.519
H 4.262 0.132 7.856 -0.001 0.003 0.028 0.358
H 7.917 0.657 2.862 -0.010 -0.002 -0.026 0.358
C -2.440 1.822 -7.002 0.106 -0.089 -0.018 -1.099
C -3.490 2.563 -6.628 0.182 0.050 -0.238 0.280
C -4.315 2.225 -5.415 -0.023 -0.319 0.331 1.068
O -5.241 2.969 -5.143 -0.013 0.162 -0.166 -0.655
C -3.967 1.045 -4.652 -0.140 0.176 -0.012 -0.698
C -2.916 0.295 -5.024 -0.183 -0.084 0.309 0.086
C -2.074 0.649 -6.225 0.009 0.245 -0.247 0.941
O -1.129 -0.066 -6.491 -0.019 -0.121 0.076 -0.586
O -2.549 -0.791 -4.367 0.195 0.126 -0.377 -0.251
O -3.888 3.648 -7.286 -0.088 -0.020 0.113 -0.586
H -1.841 2.060 -7.870 -0.003 0.017 0.003 0.432
H -4.574 0.802 -3.791 0.034 -0.031 0.015 0.557
H -1.759 -1.149 -4.825 0.087 -0.219 0.099 0.122
H -4.662 3.984 -6.794 -0.023 0.000 0.042 0.364
C 3.426 -7.800 -7.296 0.136 -0.124 0.001 -0.931
C 2.223 -7.218 -7.400 0.269 0.201 0.016 0.398
C 0.953 -8.025 -7.452 -0.048 -0.291 0.035 0.962
O -0.094 -7.412 -7.526 0.114 0.002 -0.155 -0.468
C 1.049 -9.474 -7.413 -0.137 0.082 -0.022 -1.124
C 2.252 -10.052 -7.311 -0.264 -0.133 -0.005 0.386
C 3.521 -9.245 -7.234 0.128 0.413 0.003 1.052
O 4.570 -9.857 -7.128 -0.054 -0.212 -0.025 -0.635
O 2.426 -11.369 -7.270 0.139 0.080 0.001 -0.586
O 2.058 -5.905 -7.468 -0.180 -0.159 -0.010 -0.581
H 4.344 -7.232 -7.256 -0.016 0.026 0.018 0.434
H 0.132 -10.044 -7.465 0.010 -0.016 0.020 0.446
H 3.390 -11.507 -7.191 0.037 0.010 0.020 0.361
H 1.095 -5.743 -7.543 -0.014 0.054 -0.016 0.268
C -6.350 3.083 2.573 -0.100 0.002 0.139 -0.915
C -5.405 2.934 1.635 -0.241 0.184 -0.022 0.232
C -4.340 1.875 1.740 0.105 -0.395 0.244 0.830
O -3.532 1.796 0.837 -0.098 0.400 -0.127 -0.542
C -4.335 1.012 2.906 0.128 -0.009 -0.010 -0.889
C -5.279 1.162 3.843 0.215 -0.172 -0.032 0.292
C -6.357 2.203 3.729 -0.110 0.260 -0.240 0.979
O -7.187 2.263 4.619 0.061 -0.120 0.132 -0.651
O -5.341 0.409 4.940 -0.123 0.117 -0.003 -0.599
O -5.331 3.695 0.550 0.128 -0.106 0.010 -0.619
H -7.120 3.838 2.507 0.002 -0.001 -0.025 0.428
H -3.557 0.265 2.972 -0.009 -0.012 -0.024 0.617
H -6.118 0.727 5.437 -0.034 0.002 0.004 0.354
H -4.561 3.364 0.046 0.016 -0.035 -0.022 0.354
C 2.942 4.959 4.785 0.033 -0.105 0.010 -1.066
C 2.870 6.235 4.380 -0.160 -0.120 0.200 0.341
C 3.761 6.769 3.289 0.255 -0.139 -0.310 1.108
O 3.626 7.937 2.958 -0.218 -0.033 0.169 -0.728
C 4.729 5.877 2.693 -0.032 0.147 0.010 -1.051
C 4.805 4.599 3.097 0.118 0.099 -0.222 0.484
C 3.897 4.055 4.172 -0.334 0.077 0.313 0.894
O 4.005 2.885 4.498 0.258 0.260 -0.337 -0.323
O 5.674 3.747 2.584 -0.019 -0.041 0.274 -0.551
O 2.022 7.105 4.909 0.110 0.067 -0.177 -0.607
H 2.309 4.565 5.567 -0.025 0.013 -0.013 0.481
H 5.373 6.276 1.922 0.003 -0.040 -0.021 0.498
H 5.515 2.884 3.008 -0.064 -0.084 -0.131 0.164
H 2.169 7.958 4.459 -0.009 0.039 0.057 0.352
C -8.679 -3.695 0.789 0.090 0.051 -0.018 -1.133
C -9.422 -4.767 1.079 -0.120 0.266 -0.128 0.398
C -8.826 -6.010 1.675 0.368 -0.187 0.121 1.091
O -9.588 -6.932 1.925 -0.188 0.069 -0.067 -0.659
C -7.402 -6.046 1.912 -0.167 -0.067 0.017 -0.942
C -6.637 -4.977 1.619 0.120 -0.414 0.137 0.468
C -7.241 -3.715 1.046 -0.290 0.074 -0.080 0.766
O -6.516 -2.771 0.826 0.108 -0.040 0.094 -0.383
O -5.332 -4.986 1.821 -0.231 0.544 -0.136 -0.549
O -10.738 -4.824 0.873 0.033 -0.116 0.060 -0.593
H -9.099 -2.795 0.364 0.000 0.000 0.001 0.436
H -6.985 -6.954 2.324 0.051 0.019 0.000 0.435
H -4.970 -4.119 1.535 0.171 -0.148 -0.124 0.174
H -11.009 -5.711 1.177 0.019 -0.040 0.025 0.360
C 4.999 9.637 5.268 -0.170 -0.020 0.021 -0.996
C 6.314 9.893 5.297 -0.165 -0.119 -0.197 0.263
C 6.984 10.485 6.509 -0.097 0.123 0.350 0.936
O 8.185 10.670 6.459 0.051 -0.045 -0.182 -0.630
C 6.163 10.805 7.665 0.161 0.017 -0.030 -0.995
C 4.848 10.552 7.634 0.139 0.115 0.242 0.387
C 4.186 9.939 6.430 0.098 -0.106 -0.359 1.064
O 2.988 9.728 6.491 -0.061 0.088 0.162 -0.651
O 4.034 10.818 8.649 -0.078 -0.072 -0.138 -0.574
O 7.123 9.647 4.274 0.086 0.069 0.146 -0.559
H 4.500 9.210 4.408 0.126 0.085 -0.001 0.626
H 6.651 11.243 8.524 -0.018 -0.007 0.014 0.417
H 3.145 10.533 8.360 -0.025 -0.020 -0.006 0.366
H 8.015 9.921 4.564 0.028 -0.003 0.008 0.361

***

10
Properties=species:S:1:pos:R:3:forces:R:3:mulliken_charge:R:1 method="wB97M-V/def2-TZVPD" molar_mass_da=75.051 smiles=PN1CC1 fmax_ha_per_bohr=0.13123 e_above_lowest_kj_mol=190.82 e_homo_ha=-0.3329 gap_ev=10.17 energy_ha=-475.7844
P -1.890 0.009 -0.129 -0.579 -0.842 0.053 -0.088
N -0.317 -0.308 0.427 -2.723 1.409 -0.249 -0.194
C 0.638 -1.113 -0.065 5.363 -0.071 4.096 -0.398
C 0.728 0.586 0.092 0.882 -3.280 -0.760 -0.569
H -1.435 0.974 -0.992 -0.301 0.734 -1.199 0.035
H -2.032 0.978 0.841 -0.634 0.586 0.576 0.056
H 0.933 -1.441 -1.036 -0.750 -0.197 -0.894 0.379
H 1.265 -1.633 0.857 -1.475 0.842 -2.716 0.199
H 1.188 1.014 0.938 0.936 0.489 0.536 0.268
H 0.922 0.934 -0.933 -0.718 0.329 0.558 0.313